115
Properties=species:S:1:pos:R:3:forces:R:3:lowdin_charge:R:1 method="wB97M-V/def2-TZVPD" e_above_lowest_kj_mol=0.0 orbital_gap_ev=3.90 largest_force_ev_per_a=3.6 lumo_ev=1.95 total_charge=-1
Ag 16.345114 14.637990 13.186526 0.3 0.7 0.1 0.7939
O 18.597556 14.839912 13.267966 0.0 0.9 -0.4 -0.2739
C 19.203998 15.865427 12.559923 0.3 -1.5 0.1 -0.5271
C 18.610351 17.271018 12.775183 -1.0 -0.1 0.4 -0.0825
C 17.196349 17.610562 12.299542 0.2 -0.1 -0.5 -0.2094
C 17.022076 18.835936 11.634005 1.6 -0.3 0.3 -0.0442
C 15.761903 19.315648 11.432141 -0.3 0.8 -0.2 -0.0865
C 14.690645 18.505849 11.722778 -1.2 -0.6 0.3 -0.0440
C 14.886910 17.234501 12.286794 0.7 0.2 0.8 -0.2395
C 13.734329 16.399874 12.834633 0.9 0.9 0.3 -0.0469
C 13.329060 15.005122 12.286273 -0.6 0.3 -0.7 -0.3605
O 13.917187 14.026566 13.168257 0.4 -1.0 -0.1 -0.1576
C 13.643162 14.794871 10.771854 1.0 -0.3 0.5 -0.0827
C 13.415686 15.840496 9.857875 -0.2 -0.1 -0.1 -0.0516
C 13.347561 15.609955 8.484983 0.4 -0.2 0.2 -0.0701
C 13.548866 14.298071 8.033304 -0.5 0.7 -0.7 -0.1189
C 13.988588 13.338954 8.905276 -0.1 -1.1 -0.6 -0.1216
C 14.137625 13.572039 10.248863 0.1 0.6 1.3 -0.0309
C 11.838414 14.995618 12.494517 -1.7 -0.2 -1.2 -0.1528
C 10.970911 15.808141 11.745415 2.0 0.1 0.8 -0.1048
C 9.616441 15.857777 11.951288 -1.5 0.4 -0.5 -0.2009
C 9.048594 14.971735 12.869068 0.7 -0.8 0.8 -0.1725
C 9.832007 14.191462 13.665651 -0.9 -0.6 0.0 -0.1091
C 11.317704 14.137490 13.622871 0.8 0.9 0.4 -0.2636
N 16.131484 16.833524 12.639548 0.5 1.0 -0.8 0.1012
C 20.622126 15.852906 13.211693 0.7 -1.0 -0.2 -0.1287
C 20.945416 16.502792 14.408253 -0.1 -0.3 -0.1 -0.0526
C 21.948969 16.038736 15.266804 -0.3 0.8 0.0 -0.1158
C 22.811326 15.036438 14.875014 -0.9 -0.3 -0.2 -0.1215
C 22.566465 14.434045 13.627423 0.6 0.4 0.2 -0.1005
C 21.517137 14.826339 12.803368 0.2 0.2 0.4 -0.0252
C 19.300298 15.499749 11.020212 -0.5 0.3 0.6 -0.1397
C 18.655099 14.362887 10.481878 0.0 1.1 1.0 -0.0267
C 18.714300 14.091872 9.137722 0.5 0.1 -0.1 -0.0956
C 19.459193 14.896592 8.283465 -0.4 0.9 0.7 -0.1045
C 20.018289 16.076989 8.790989 0.3 0.3 -0.5 -0.0981
C 19.961819 16.369256 10.156177 0.3 -0.3 0.1 -0.0551
H 19.340040 18.016130 12.435439 -0.4 0.1 -0.1 0.1114
H 18.499834 17.397114 13.860335 0.3 -0.1 0.0 0.1169
H 17.925156 19.430634 11.359961 -0.9 -0.5 0.4 0.1212
H 15.658491 20.363795 11.130643 -0.3 -0.5 -0.2 0.1108
H 13.653813 18.846032 11.605674 0.5 -0.1 0.0 0.1173
H 12.854695 17.060602 12.831610 0.3 -0.4 0.0 0.1191
H 13.985464 16.176590 13.888467 -0.2 0.3 -0.3 0.1344
H 13.273436 16.862009 10.218222 -0.1 -0.5 -0.1 0.0920
H 13.192456 16.465955 7.820955 -0.1 -0.5 0.1 0.1007
H 13.370661 13.936351 7.016882 0.1 0.7 0.1 0.0953
H 14.108595 12.344546 8.460699 0.4 0.2 0.5 0.1039
H 14.700510 12.852480 10.874493 -0.7 0.5 -0.3 0.1026
H 11.413907 16.558361 11.056888 -0.4 -0.7 0.3 0.1004
H 8.933029 16.503642 11.426801 0.2 0.3 -0.4 0.0552
H 7.977100 14.868515 12.961979 -0.2 0.2 0.1 0.0820
H 9.375136 13.554232 14.419877 -0.3 0.1 -0.1 0.0638
H 11.696975 14.500205 14.601775 0.3 0.0 0.1 0.1405
H 20.401602 17.373570 14.741846 -0.4 -0.1 0.1 0.0924
H 21.977939 16.501024 16.264051 0.4 -0.2 -0.5 0.0956
H 23.565804 14.691693 15.569125 0.2 -0.2 -0.2 0.0847
H 23.263267 13.670428 13.304294 -0.1 -0.1 -0.2 0.0876
H 21.425562 14.313169 11.839988 -0.3 0.2 0.4 0.1163
H 18.040992 13.732268 11.111083 0.2 0.0 0.3 0.0826
H 18.142391 13.255354 8.791804 0.0 -0.4 -0.4 0.0925
H 19.501731 14.673448 7.239542 0.1 0.0 -0.5 0.0814
H 20.473682 16.807664 8.093346 -0.1 -0.6 0.5 0.0983
H 20.520640 17.211096 10.608474 -0.5 -0.3 -0.6 0.1203
O 14.833856 14.085499 16.016777 0.3 0.0 0.2 -0.3255
P 15.914797 13.361816 16.740645 -0.4 0.0 -1.6 0.6725
C 16.905366 12.256281 15.665876 -0.3 0.2 -0.6 -0.2667
P 15.994466 11.740622 14.103133 1.6 -0.6 -1.5 0.7598
O 16.503811 12.446955 12.874927 -0.2 -0.7 0.4 -0.4029
C 14.226137 11.795792 14.153078 -1.9 -2.1 2.2 -0.1945
C 13.400376 12.615479 13.177669 -0.7 2.5 0.5 -0.1614
C 11.854934 12.690833 13.528506 -0.5 -1.3 -1.0 -0.1622
C 11.376641 11.842840 14.685831 0.4 0.5 -0.9 -0.0243
C 12.163852 10.992176 15.335057 0.2 -0.1 -0.1 -0.1003
C 13.583356 10.921765 15.057921 1.1 1.3 -2.4 -0.0444
C 16.518099 9.984302 13.927480 -0.7 -1.1 0.3 -0.2395
C 16.966643 9.403151 12.712270 -0.3 0.4 0.7 -0.0532
C 17.227480 8.036767 12.617652 -0.4 0.2 -0.2 -0.0872
C 16.914956 7.186841 13.682424 0.9 -0.3 0.2 -0.1002
C 16.540611 7.731398 14.904817 -0.9 0.8 0.3 -0.0859
C 16.290580 9.119811 15.014956 1.0 -0.6 -0.4 -0.1164
C 15.244132 12.307397 18.019533 0.8 -0.6 1.0 -0.2701
C 16.030908 11.426228 18.818835 -0.9 0.0 -0.5 -0.0729
C 15.423587 10.747214 19.856753 -0.3 0.2 0.2 -0.0940
C 14.093143 11.000916 20.202607 0.1 0.5 -0.9 -0.0939
C 13.335370 11.885785 19.451776 0.0 0.3 -0.5 -0.0577
C 13.908363 12.508159 18.306567 -0.4 -0.7 1.2 -0.0595
C 17.111082 14.460067 17.442436 1.7 0.7 0.7 -0.2552
C 16.902070 15.866028 17.433578 -1.1 -0.8 -0.7 -0.0603
C 17.794186 16.699757 18.061423 1.0 0.2 0.6 -0.0920
C 18.915771 16.172379 18.722110 -0.5 -0.3 -0.2 -0.0763
C 19.183486 14.797095 18.660741 0.0 0.6 -0.1 -0.0890
C 18.332489 13.940725 17.979600 -1.3 0.6 0.0 -0.0694
H 17.292603 11.375747 16.199864 -0.2 0.3 -0.2 0.0534
H 17.759300 12.850218 15.273296 -0.3 -0.3 0.0 0.0809
H 13.531548 12.268867 12.147448 -0.1 -0.4 0.5 0.1198
H 11.290273 12.306693 12.621045 0.6 0.1 0.9 0.1719
H 10.325569 11.925258 14.927991 0.0 0.0 0.0 0.0973
H 11.758628 10.342600 16.086579 -0.1 -0.2 0.4 0.0905
H 14.120024 10.043379 15.433254 0.0 0.8 0.4 0.0838
H 17.051995 10.009267 11.822150 0.2 0.3 0.1 0.1040
H 17.623627 7.663503 11.665307 -0.3 0.0 0.5 0.1063
H 17.063112 6.097733 13.602406 -0.1 0.6 0.0 0.1047
H 16.328434 7.114322 15.790375 0.2 0.1 -0.6 0.1040
H 15.966127 9.521337 15.976601 0.1 -0.2 -0.2 0.0864
H 17.057353 11.181364 18.579286 0.1 0.3 0.0 0.0924
H 15.941580 10.031832 20.470885 0.4 -0.1 -0.1 0.0961
H 13.651689 10.472909 21.020820 -0.2 -0.1 0.4 0.0924
H 12.301860 12.099696 19.764124 0.5 -0.1 -0.4 0.1092
H 13.337886 13.111367 17.620757 -0.2 0.3 0.1 0.1006
H 16.027177 16.332034 16.905980 0.8 -0.9 0.6 0.1285
H 17.624518 17.775791 18.056183 0.0 -0.2 0.0 0.1046
H 19.567430 16.825356 19.297247 0.0 -0.1 -0.2 0.0987
H 20.068820 14.405604 19.144337 0.0 0.0 0.0 0.0987
H 18.578869 12.874308 17.915779 -0.2 0.4 0.0 0.1003